No. 1
Formula: C3H4ClNO
Source: the OMol25 dataset
Level of theory: the ωB97M-V functional and the def2-TZVPD basis

```
! wB97M-V def2-TZVPD RIJCOSX def2/J DEFGRID3
* xyz 0 1
Cl -0.73371 2.38227 0.22991
O -0.02928 0.41384 -1.45317
N 2.06264 -0.85052 -0.38657
C -0.87558 0.79128 -0.38076
C -0.95962 -0.26141 0.44890
C 1.49066 -1.15037 0.48135
H 0.96834 -1.19158 1.40013
H -0.85547 -1.18960 0.13783
H -1.37920 -0.17723 1.38852
H 0.31123 1.23331 -1.86614
*
```

Its energy above the lowest of the compared OMol25 structures with the same formula, charge and spin is 3.213 eV. The highest occupied orbital energy is -9.327 eV. The total energy comes out at -706.78361 a.u. The SMILES is C=C(O)Cl.C#N.


No. 2
Formula: C2H3N2O3
Source: the OMol25 dataset
Level of theory: the ωB97M-V functional and the def2-TZVPD basis

```
! wB97M-V def2-TZVPD RIJCOSX def2/J DEFGRID3
* xyz -1 1
O 1.90024 1.09969 -1.54734
O -0.65744 -2.65101 1.39275
O 0.33869 2.56944 -1.41018
N -1.01654 -1.46893 1.64040
N 0.79367 1.41864 -1.18625
C -0.04274 0.57662 -0.39753
C 0.22367 -0.37990 0.50075
H -1.02780 0.84385 -0.44317
H 1.21933 -0.69582 0.55847
H -1.73107 -1.31260 0.89210
*
```

Its energy above the lowest of the compared OMol25 structures with the same formula, charge and spin is 8.355 eV. The highest occupied orbital energy is -3.125 eV. The total energy comes out at -413.01412 a.u.


No. 3
Formula: BH24O10
Source: the OMol25 dataset
Level of theory: the ωB97M-V functional and the def2-TZVPD basis

```
! wB97M-V def2-TZVPD RIJCOSX def2/J DEFGRID3
* xyz -1 1
O 1.03032 -3.49116 0.46277
O -1.42778 1.64267 -1.39691
O 0.86356 -0.95020 -3.07113
O 3.26075 -0.38653 0.86093
O -1.50771 1.99004 3.19856
O 3.47915 2.00079 -0.52327
O 1.03477 1.97511 1.87533
O -2.70495 -2.34747 -1.93737
O -3.79478 0.27301 -0.98661
O -2.02615 -0.87487 2.01042
B 0.36088 -0.41750 0.02115
H -0.66843 2.01033 2.70109
H -0.59368 1.12732 -1.33687
H 0.79068 0.52507 -0.54031
H 4.08056 2.12573 -1.26531
H -2.19988 -1.79555 -1.32678
H 0.68796 2.62483 1.25592
H -1.22496 -0.78537 1.46421
H -1.24653 1.76758 4.09626
H 0.84579 -2.52523 0.37890
H -0.74875 -0.58457 -0.30667
H 0.62941 -0.87794 -2.13137
H 1.00008 -1.32139 -0.32506
H 0.73054 -1.87852 -3.28003
H -2.14383 0.00013 2.40051
H -4.12599 1.04099 -0.51599
H 3.57395 0.25276 0.20110
H 1.70955 -3.65744 -0.19607
H 2.33612 -0.56403 0.61015
H 0.43609 -0.36483 1.18583
H 1.13528 1.15416 1.34133
H -2.13515 -3.10224 -2.11108
H -1.26337 2.43619 -0.88063
H -2.86004 0.49002 -1.16647
H 2.68656 2.48812 -0.76652
*
```

Its energy above the lowest of the compared OMol25 structures with the same formula, charge and spin is 1.065 eV. The highest occupied orbital energy is -7.120 eV. The total energy comes out at -791.65518 a.u.


No. 4
Formula: C6H11N5
Source: the OMol25 dataset
Level of theory: the ωB97M-V functional and the def2-TZVPD basis

```
! wB97M-V def2-TZVPD RIJCOSX def2/J DEFGRID3
* xyz 2 1
N -1.34650 -0.24802 -1.88131
N 2.17996 -2.00407 -0.72047
N -1.01323 1.82068 0.16596
N -0.26722 -0.03565 -1.21519
N -0.09188 0.96525 -0.37566
C 0.99379 2.35820 0.98385
C -1.23780 -2.09564 0.51134
C 2.27065 -0.96825 -0.17184
C -0.36142 2.67648 0.97315
C 1.11996 1.08809 0.31984
C 2.25923 0.27797 0.39969
H -0.86597 -1.08296 0.86983
H -0.42461 -2.75933 0.01102
H -1.54487 -2.63423 1.43319
H -1.96537 1.50938 0.19171
H -2.20281 0.31594 -1.96756
H 2.85345 0.55424 1.31961
H 1.61260 3.02414 1.41375
H 2.20333 -2.87605 -1.22953
H -1.99296 -2.28381 -0.18994
H -0.92880 3.44590 1.65928
H -1.24952 -1.04826 -2.50073
*
```

Its energy above the lowest of the compared OMol25 structures with the same formula, charge and spin is 6.592 eV. The highest occupied orbital energy (spin up / spin down) is -16.728 / -16.729 eV. The total energy comes out at -508.16365 a.u.


No. 5
Formula: C4H9NO2
Source: the OMol25 dataset
Level of theory: the ωB97M-V functional and the def2-TZVPD basis

```
! wB97M-V def2-TZVPD RIJCOSX def2/J DEFGRID3
* xyz 0 1
O -0.46130 1.82206 -0.89016
O 1.97935 -1.92482 1.09766
N 1.19766 0.25059 1.16129
C -1.29523 -0.92902 0.63323
C 1.13854 -1.07213 0.86583
C -0.14130 -1.48946 0.29262
C -1.29848 1.06179 -1.32178
H -1.25710 0.11765 -1.91457
H 1.39738 1.82142 -1.22959
H 2.00136 1.38302 -1.17169
H 0.57934 0.93414 0.73193
H 2.09969 0.56014 1.46357
H -0.05579 -2.43607 -0.22214
H -1.36864 -0.12631 1.36407
H -2.30194 1.45170 -1.22396
H -2.21354 -1.42470 0.36369
*
```

Its energy above the lowest of the compared OMol25 structures with the same formula, charge and spin is 3.583 eV. The highest occupied orbital energy is -9.860 eV. The total energy comes out at -362.95388 a.u. The SMILES is C=CC(N)=O.[H][H].C=O.


No. 6
Formula: C29H60FN10O9S
Source: the OMol25 dataset
Level of theory: the ωB97M-V functional and the def2-TZVPD basis

```
! wB97M-V def2-TZVPD RIJCOSX def2/J DEFGRID3
* xyz -1 1
S -1.76534 -1.87792 -1.52139
F -8.13193 -0.08513 1.40856
O 3.43065 1.99716 2.71305
O -4.29978 -2.01762 2.85328
O 0.78631 0.92473 -0.85188
O 3.60375 -7.35260 -1.29718
O 5.07908 6.29400 6.22183
O -3.11369 4.12706 -1.65421
O -5.64506 -0.02626 3.08458
O -2.04486 -4.60184 -4.04881
O -1.18591 -2.32767 1.46012
N 1.23206 -3.06084 1.23932
N -2.81097 0.24188 1.04872
N 2.23059 -8.84627 -0.18229
N 0.21473 -5.04564 -3.81027
N 0.97795 2.93932 -1.97631
N 3.85993 0.68372 0.85557
N -3.10204 1.27161 1.93604
N 5.93026 4.26238 5.50936
N -2.92205 6.14164 -2.77864
N 0.65250 -2.74084 -0.00801
C -6.50415 -0.37482 -0.63984
C -1.05847 -4.78810 -3.34792
C -2.37958 -0.11281 -1.55750
C -2.66512 5.26235 -1.74812
C -1.95909 1.57268 2.87970
C 0.04208 -2.77902 2.17005
C 3.17291 1.03783 1.99739
C -2.13283 0.75424 -0.19511
C -1.56477 3.18334 2.66451
C -3.79104 5.72297 -3.85886
C 1.54912 4.26915 -2.01399
C 1.67307 -9.28766 1.07885
C -4.13251 -0.43842 0.78518
C 4.95896 5.23476 5.61977
C -2.35088 7.47148 -2.81631
C 1.86525 -9.55138 -1.39335
C -4.72564 -0.85684 2.29295
C 0.10896 2.52065 -3.05654
C 0.44373 -5.10873 -5.23887
C 3.49097 -0.46937 0.06161
C 4.98713 1.49020 0.43564
C 1.23488 2.06002 -0.94580
C 5.70916 3.03311 4.77715
C 7.21348 4.47610 6.14575
C -0.81831 -2.28787 0.03707
C 3.09725 -7.77720 -0.26660
C -5.28499 0.50053 0.09766
C 1.33169 -5.25535 -2.91330
C -7.56443 -1.03558 0.42225
H 2.77102 -9.94934 -1.86062
H 5.73607 1.49803 1.23322
H 2.15166 4.36997 -2.92136
H -1.71825 7.65422 -1.94336
H -0.00042 3.31898 -3.79570
H -0.63078 3.41059 3.36898
H 4.70292 3.00354 4.35019
H 1.74758 -6.25103 -3.09271
H 2.09437 -4.49731 -3.11455
H 1.90655 2.47879 -0.17832
H 7.87704 3.62442 5.97257
H -0.87150 2.26264 -2.64511
H 3.30766 -7.31384 0.71144
H -0.05176 -2.90156 3.33008
H 4.02326 4.97132 5.09956
H -7.03200 -1.93826 0.98690
H -0.18387 -5.89671 -5.66560
H 7.05978 4.61078 7.22063
H -1.76608 0.43739 -2.42147
H 1.17573 -10.37023 -1.17040
H 4.64651 2.51525 0.26208
H 7.66619 5.38476 5.73798
H -0.96544 0.79123 0.04276
H -4.77150 5.46497 -3.44743
H -3.90042 6.52130 -4.59802
H -1.02878 0.87048 2.77598
H -7.09856 0.38404 -1.30811
H -5.99972 -1.19527 -1.31852
H 4.33882 -1.15975 0.02490
H -4.82811 1.16140 -0.78495
H 2.33522 0.35826 2.22543
H 1.39141 -8.84877 -2.08524
H 6.44387 2.96513 3.96961
H 2.03137 -8.66961 1.90669
H -3.49421 -0.13951 -1.94030
H -1.12110 -4.76199 -2.24749
H 1.01829 -5.18033 -1.86840
H -4.03864 -1.48006 0.21419
H -3.16243 8.20494 -2.83129
H 0.53567 1.63317 -3.53317
H -2.41863 1.52320 3.98026
H -1.35338 3.45670 1.54544
H -1.99345 5.68112 -0.98064
H -2.43286 3.90604 3.02836
H 3.24387 -0.13747 -0.95097
H 0.73757 5.00261 -2.02896
H 2.18175 4.45189 -1.14103
H 1.96887 -10.32651 1.25234
H 5.42908 1.08892 -0.48050
H -1.74834 7.57230 -3.72369
H 2.62732 -0.98439 0.49118
H -2.42740 1.87884 -0.43899
H 5.83449 2.18727 5.45954
H 1.49524 -5.31926 -5.45251
H -8.45846 -1.53180 -0.17820
H 0.16115 -4.15157 -5.68735
H 0.58252 -9.22046 1.02657
H -3.46954 2.12375 1.45962
H -3.36433 4.83549 -4.33549
H -5.81585 1.25415 0.81909
*
```

The highest occupied orbital energy is -3.612 eV. The total energy comes out at -2863.40424 a.u.